A single C5H7P molecule, computed with ωB97M-V/def2-TZVPD.

Properties
strongest force on any atom: 5.26 eV Å⁻¹
Kohn-Sham gap (alpha / beta): 7.63 / 8.60 eV
spin multiplicity: 3
total energy: -14582.1231 eV
lowest unoccupied orbital energy (alpha / beta): 0.78 / -0.69 eV
net charge: 0

Last column: Mulliken spin population.
Positions of all 13 atoms, in Å:
C  1.71  -0.13  -1.03  -0.137
C  1.48  -0.19  0.27  1.069
C  0.35  0.05  1.27  -0.060
C  -0.99  -0.11  0.60  0.107
C  -0.94  0.23  -0.88  0.001
P  0.29  -0.90  -1.79  0.962
H  2.60  -0.31  -1.43  0.028
H  0.65  -0.69  1.98  0.022
H  0.42  1.07  1.56  0.017
H  -1.21  -1.23  0.77  -0.018
H  -1.70  0.59  0.97  0.005
H  -1.97  0.29  -1.32  -0.010
H  -0.68  1.32  -0.96  0.014

***

3 unconnected molecules or ions with the total composition C14H29ClN3O8P2, computed with ωB97M-V/def2-TZVPD.

Properties
strongest force on any atom: 0.64 eV Å⁻¹
Kohn-Sham gap: 6.39 eV
total energy: -66935.5972 eV
lowest unoccupied orbital energy: -4.70 eV
net charge: +1

Last column: Löwdin charge in e.
Positions of all 57 atoms, in Å:
O  -2.81  4.19  -2.09  0.232
C  -2.06  3.33  -1.77  -0.414
O  -1.25  2.62  -2.65  -0.031
P  -1.89  1.48  -3.59  0.345
O  -2.37  0.32  -2.83  -0.229
O  -0.66  1.25  -4.56  -0.051
O  -3.02  2.26  -4.37  -0.057
C  -1.82  2.88  -0.35  -0.044
C  -1.14  3.68  0.55  0.059
C  -0.93  3.20  1.81  -0.009
N  -1.38  1.98  2.15  0.102
C  -2.06  1.18  1.30  -0.369
P  -2.63  -0.49  1.93  0.608
O  -3.37  -0.97  0.59  -0.333
Cl  -0.79  -1.37  1.77  0.312
C  -2.30  1.62  0.03  0.033
H  -0.93  0.98  -5.44  0.107
H  -3.42  1.72  -5.07  0.110
H  -0.76  4.66  0.28  0.146
H  -0.40  3.76  2.57  0.155
H  -1.19  1.64  3.08  0.169
H  -2.80  -1.42  -0.06  0.071
H  -2.83  0.99  -0.67  0.107
C  -1.72  -7.14  0.19  -0.065
C  -0.91  -5.87  0.43  -0.432
C  0.33  -6.07  1.31  -0.213
O  0.05  -6.18  2.69  -0.192
C  -0.30  -7.48  3.14  -0.099
N  -1.80  -4.83  0.95  0.036
H  -2.30  -7.42  1.07  0.067
H  -2.42  -6.99  -0.62  0.077
H  -1.07  -7.98  -0.07  0.082
H  -0.54  -5.53  -0.54  0.134
H  0.96  -5.18  1.22  0.119
H  0.92  -6.93  0.97  0.122
H  0.24  -8.25  2.60  0.092
H  -1.38  -7.66  3.05  0.076
H  -0.04  -7.54  4.20  0.089
H  -1.30  -3.95  1.01  -0.001
H  -2.01  -5.07  1.92  0.072
C  4.04  3.88  -1.80  -0.064
C  3.78  5.05  -0.86  -0.429
C  3.74  4.66  0.62  -0.193
O  2.54  4.01  1.03  -0.207
C  2.48  2.62  0.78  -0.114
N  2.57  5.75  -1.29  0.043
H  3.16  3.25  -1.92  0.062
H  4.31  4.24  -2.79  0.080
H  4.86  3.25  -1.44  0.082
H  4.62  5.75  -0.97  0.140
H  3.80  5.57  1.22  0.124
H  4.61  4.04  0.89  0.124
H  3.45  2.13  0.90  0.098
H  2.10  2.40  -0.22  0.076
H  1.79  2.20  1.52  0.069
H  2.45  6.60  -0.76  0.075
H  1.77  5.17  -1.05  0.052

***

A single C20H24N2O2S molecule, computed with ωB97M-V/def2-TZVPD.

Properties
strongest force on any atom: 1.22 eV Å⁻¹
Kohn-Sham gap: 8.91 eV
SMILES string: CC(C)OC(=O)CSc1nc2c(c([C@@H]3CC=CCC3)c1C#N)CCC2
total energy: -39040.5328 eV
lowest unoccupied orbital energy: 0.09 eV
net charge: 0

Last column: Löwdin charge in e.
Positions of all 49 atoms, in Å:
C  1.64  -0.96  -2.08  -0.025
H  1.85  -0.90  -3.14  0.086
C  2.91  -0.78  -1.28  -0.376
C  3.54  0.60  -1.50  -0.018
H  3.74  0.74  -2.55  0.086
H  4.48  0.67  -0.95  0.084
H  2.87  1.37  -1.14  0.064
H  3.64  -1.56  -1.52  0.149
O  2.55  -0.94  0.11  -0.010
C  3.54  -1.14  0.98  -0.558
O  4.70  -1.27  0.69  0.119
C  3.00  -1.20  2.39  -0.326
H  3.80  -1.47  3.08  0.091
H  2.16  -1.88  2.48  0.062
S  2.49  0.49  2.91  0.996
C  1.22  0.86  1.73  -0.528
N  1.43  1.97  1.04  0.126
C  0.54  2.31  0.14  -0.242
C  -0.60  1.56  -0.15  -0.112
C  -0.88  0.42  0.59  -0.067
C  0.06  0.08  1.57  -0.151
C  -0.13  -1.02  2.44  -0.236
N  -0.23  -1.89  3.18  0.210
C  -2.14  -0.37  0.35  -0.253
C  -1.86  -1.83  -0.01  -0.141
C  -3.15  -2.50  -0.47  -0.186
C  -4.28  -2.20  0.47  -0.103
C  -4.24  -1.23  1.37  -0.091
C  -3.07  -0.32  1.57  -0.137
H  -3.42  0.70  1.73  0.125
H  -2.54  -0.62  2.47  0.108
H  -5.08  -1.07  2.04  0.101
H  -5.16  -2.82  0.37  0.099
H  -3.01  -3.58  -0.53  0.114
H  -3.42  -2.15  -1.47  0.116
H  -1.47  -2.36  0.87  0.110
H  -1.10  -1.89  -0.79  0.111
H  -2.67  0.08  -0.49  0.142
C  -1.37  2.21  -1.27  -0.122
H  -1.72  1.50  -2.01  0.115
H  -2.24  2.73  -0.86  0.126
C  -0.36  3.22  -1.86  -0.160
H  -0.86  4.11  -2.24  0.108
H  0.17  2.75  -2.69  0.111
C  0.62  3.53  -0.72  -0.105
H  1.63  3.73  -1.07  0.116
H  0.30  4.39  -0.14  0.126
H  1.20  -1.94  -1.87  0.079
H  0.92  -0.19  -1.81  0.068

***

A molecular structure, CHMgO2, computed with ωB97M-V/def2-TZVPD.

Properties
strongest force on any atom: 2.89 eV Å⁻¹
Kohn-Sham gap: 7.25 eV
total energy: -10584.3911 eV
lowest unoccupied orbital energy: -7.30 eV
net charge: +1

Last column: Löwdin charge in e.
Positions of all 5 atoms, in Å:
O  1.05  1.12  0.94  0.088
C  0.47  0.21  0.43  -0.404
O  -0.48  0.62  -0.64  -0.171
Mg  -0.64  -1.38  -0.42  1.344
H  -0.50  1.61  -0.75  0.144